Record 1
ORCA calculation (wB97M-V/def2-TZVPD) on a 6-piece molecular cluster, C23H43FNO12 overall.

ORCA input file:
```
! RIJCOSX wB97M-V def2-TZVPD def2/J DEFGRID3
* xyz -1 1
C 3.5574 -2.4045 8.6713
H -3.6564 -1.3533 -2.2990
H 0.0705 2.2901 4.6906
H -5.1890 -1.1258 -6.0230
H 0.5127 0.7257 4.0029
H 2.9087 0.0125 -3.6485
H 0.7249 2.4333 0.5306
H -6.7461 -1.5335 -0.5928
F -0.9196 -0.5700 -1.3190
H -5.7890 -2.7822 -6.0809
H 2.0048 3.3708 3.5576
C 2.7554 0.1221 -2.5575
O 1.8316 -1.2122 7.4089
H -5.7839 -1.7898 -7.5482
H 3.0137 -2.2299 9.5998
C -7.2800 -0.3518 -3.9118
H 0.6338 -0.9556 -3.5026
O -5.4061 -4.4764 -0.1674
C -0.9413 -0.0639 -2.5973
H 1.2479 3.6804 1.6895
C 6.1504 0.4289 -3.2992
C -4.4157 -1.3824 -1.5212
C -6.4132 0.7838 -4.4004
C 1.5784 2.9926 0.9147
H 4.2964 0.4963 7.1430
H -4.0518 0.6281 -0.9036
H -6.6982 1.6780 -3.8527
C 5.8660 2.4418 -1.9775
C 2.2937 -0.0990 6.7921
H 4.0724 -3.3632 8.7436
C -4.0748 -0.3664 -0.4575
C 6.6571 -0.3136 -2.0838
H 1.9949 3.5462 0.0781
O 2.6924 1.6163 2.6670
H -8.0806 -1.9808 -6.5942
H -3.0888 -0.5757 -0.0465
O 1.5323 0.8167 6.6406
H 6.4314 0.1668 -1.1370
H 3.1012 -2.6257 6.5575
C -5.9418 -1.7755 -6.4691
H -5.3806 -1.1806 -1.9869
C 2.5959 -2.4186 7.5014
C 7.2382 2.8421 -1.4677
H 3.7979 0.5530 5.4480
H -4.7961 -0.3641 0.3616
H 5.2704 3.3282 -2.1919
N 0.3167 -0.0519 -3.1762
C -5.4431 -3.2982 -0.4182
C 1.3961 0.6409 -2.4172
C -6.6177 -2.4382 -0.0071
C 1.9630 2.2876 3.6931
H 1.8466 -3.1970 7.6376
C 0.5372 1.8014 3.8349
C -7.3465 -1.3060 -6.1560
H 5.2922 1.8583 -1.2560
H 7.7541 3.4549 -2.2092
H -0.0521 2.0255 2.9448
O 5.9253 1.7539 -3.2280
O 3.3378 1.4539 0.5625
H -5.3770 0.5485 -4.1492
H -7.5178 -3.0405 -0.1012
O 5.9891 -0.1263 -4.3543
H 2.6920 -0.9273 -2.2071
H 7.1400 3.4194 -0.5466
O -7.6169 -0.4364 -2.7601
H -6.4889 -2.1697 1.0419
C 2.6192 1.9883 1.3505
H 4.3079 -1.6209 8.5663
H 7.7376 -0.4331 -2.1813
H 2.5095 2.0618 4.6075
H -7.5456 -0.3116 -6.5574
H 4.2092 -0.9920 6.1907
C 3.7410 -0.0285 6.3649
H -6.4749 0.9825 -5.4660
H 7.8616 1.9719 -1.2597
O -1.9956 0.2672 -3.0400
O -4.3892 -2.7386 -1.0359
O -7.6295 -1.3476 -4.7520
O 0.9528 1.5826 -1.7853
H 6.1890 -1.2940 -2.0923
*
```

Gap between HOMO and LUMO in Eh: 0.1757
Calculated total energy in eV: -53326.068
Highest occupied orbital energy in hartree: -0.098
Molar mass in g mol⁻¹: 544.590
Lowest unoccupied orbital energy in eV: 2.12

***

Record 2
ORCA calculation (wB97M-V/def2-TZVPD) on an isolated ion of composition C8H9I2N2 and charge +1 at a distorted geometry.

ORCA input file:
```
! RIJCOSX wB97M-V def2-TZVPD def2/J DEFGRID3
* xyz 1 1
H -3.0788 1.5333 -1.3265
C 1.8725 0.1370 0.2417
H -1.0362 -2.1960 1.2649
C 3.0994 0.3925 -0.5956
H -4.4184 0.2584 0.0823
I 0.1275 0.7529 2.6147
C -3.4084 -0.0962 0.0017
H 3.9310 -0.3469 -0.3953
H -0.5377 1.1869 -1.3897
C -2.5981 0.7891 -0.7659
N 0.6886 -0.5302 -0.4366
C -2.9165 -1.1958 0.5899
C -1.4537 -1.3775 0.6370
C -0.7132 -0.4881 -0.0737
C -1.2359 0.5714 -0.7607
H -3.4161 -1.8645 1.2320
H 2.6635 0.8478 1.9443
N 1.7670 0.5446 1.4709
H 2.7762 0.4827 -1.6821
I 1.1929 -2.0944 -1.7756
H 3.6054 1.2383 -0.2327
*
```

Gap between HOMO and LUMO in Eh: 0.2856
Calculated total energy in eV: -27614.023
Relative energy (zero: lowest compared OMol25 entry of this formula, charge and spin) in kcal per mole: 3.5
Highest occupied orbital energy in hartree: -0.456
SMILES: C/C(=[NH+]/I)N(I)c1ccccc1
Molar mass in g mol⁻¹: 386.982
Lowest unoccupied orbital energy in eV: -4.64

***

Record 3
ORCA calculation (wB97M-V/def2-TZVPD) on a single C3H5NO3 molecule at a distorted geometry.

ORCA input file:
```
! RIJCOSX wB97M-V def2-TZVPD def2/J DEFGRID3
* xyz 0 1
C 1.0848 -0.7311 0.6689
C -0.7050 0.5091 0.1488
H -2.5328 0.1401 -0.4860
N 0.1490 -0.1162 1.2068
H 0.8585 -1.5797 -1.4376
C 1.1176 -0.6028 -0.8859
H -1.1026 1.9023 1.3260
O 0.1460 0.4229 -1.0328
H 2.0704 -0.2327 -1.2612
O -1.0498 1.8134 0.3623
H 1.8047 -1.2919 1.2729
O -1.8409 -0.2336 0.1178
*
```

Gap between HOMO and LUMO in Eh: 0.4181
Calculated total energy in eV: -10823.797
Relative energy (zero: lowest compared OMol25 entry of this formula, charge and spin) in kcal per mole: 43.6
Highest occupied orbital energy in hartree: -0.387
SMILES: OC1(O)N=CCO1
Molar mass in g mol⁻¹: 103.077
Lowest unoccupied orbital energy in eV: 0.84